1.
Here is an isolated molecule of C2H4Cl2N2 at a distorted geometry from the Open Molecules 2025 dataset. Energies are from the ωB97M-V functional and the def2-TZVPD basis.

The charge is 0. Its total energy is -30161.86259 eV. The HOMO-LUMO gap comes out at 10.40 eV.

Last column: Löwdin charge in e.
Geometry (Å):
1 C 0.95 0.32 -0.48  -0.563
2 C -0.64 1.31 -0.43  -0.438
3 N 1.91 0.99 -0.01  -0.311
4 N 0.78 -0.88 -1.01  0.068
5 Cl -2.05 0.24 -0.24  0.536
6 Cl 3.45 0.05 -0.05  0.479
7 H -0.59 1.94 -1.31  0.058
8 H -0.70 1.80 0.51  0.015
9 H -0.20 -1.33 -0.67  0.122
10 H 1.58 -1.42 -0.73  0.034

---

2.
Here is a 2-piece molecular cluster, C2H4Cl2OSi overall at a distorted geometry from the Open Molecules 2025 dataset. Energies are from the ωB97M-V functional and the def2-TZVPD basis.

The charge is 0. Its total energy is -37109.63466 eV. The HOMO-LUMO gap comes out at 10.27 eV.

Last column: Löwdin charge in e.
Geometry (Å):
1 C 1.84 0.76 0.85  -0.049
2 C 1.04 -0.22 0.51  -0.250
3 O -1.37 -1.15 -1.08  -0.385
4 Si -0.20 -0.26 -0.93  0.101
5 Cl 0.25 1.02 -2.34  0.447
6 Cl -4.06 -0.76 0.24  0.285
7 H 2.59 0.55 1.71  0.104
8 H 1.86 1.72 0.55  0.014
9 H 1.09 -1.20 0.96  0.052
10 H -3.03 -0.47 -0.46  -0.320